Molecular formula: C4H8O4
Method: DFT, wB97M-V/def2-TZVPD

The calculation puts the energy above the lowest of the compared OMol25 structures with the same formula, charge and spin at 254.6 kJ/mol. The frontier orbital gap comes out at 0.3993 Eh. As for the spin multiplicity: 1. Its SMILES is CC(=O)O.CC(=O)O. The calculation puts the HOMO energy at -10.228 eV.

Cartesian coordinates (Å):
C: 1.221 -2.789 1.998
C: 0.622 -1.673 0.971
O: -0.036 -0.737 1.417
O: 0.691 -1.893 -0.293
H: 0.962 -2.517 3.085
H: 0.762 -3.827 1.679
H: 2.241 -2.814 1.670
H: 0.657 -0.964 -0.645
C: -1.324 2.763 -1.916
C: -0.395 1.852 -1.042
O: 0.224 0.832 -1.588
O: -0.719 1.837 0.226
H: -1.392 2.465 -3.091
H: -2.401 2.715 -1.210
H: -0.676 3.760 -1.948
H: -0.438 0.989 0.687

Forces on atoms 1 to 3 (eV/Å):
-2.60 0.04 -1.82
-1.82 -1.17 4.53
0.97 0.22 -0.07



Molecular formula: C2H3F4N
Method: DFT, wB97M-V/def2-TZVPD

The calculation puts the energy above the lowest of the compared OMol25 structures with the same formula, charge and spin at 404.6 kJ/mol. The frontier orbital gap (spin up / spin down) comes out at 0.3163 / 0.3352 Eh. As for the spin multiplicity: 1. The calculation puts the HOMO energy (spin up / spin down) at -11.665 / -11.670 eV.

Cartesian coordinates (Å):
C: 1.220 -0.109 0.102
C: -1.122 0.534 -0.018
N: -0.012 -0.033 0.628
F: -2.212 0.023 0.482
F: -1.096 0.282 -1.375
F: -1.183 1.859 0.146
F: -0.483 -2.103 0.273
H: 1.631 0.834 -0.207
H: 1.921 -0.601 0.834
H: 1.336 -0.686 -0.864

Forces on atoms 1 to 3 (eV/Å):
3.41 -1.93 -1.07
-0.24 -0.28 -2.07
-1.94 -1.63 1.69